Entry 1:
Here is C29H46AsMgN8PS3Si3 as an isolated structure from the OMol25 dataset. Energies are from wB97M-V/def2-TZVPD.

Results
Total charge: 0
Max |F| (eV Å⁻¹): 0.27
Energy relative to the best compared isomer or geometry (same formula, charge and spin) (kcal/mol): 0.0
Electronic energy (Eh): -6411.31348
Spin multiplicity: 1

```
92
Properties=species:S:1:pos:R:3:forces:R:3:lowdin_charge:R:1
Mg 0.022035 0.438847 0.404520 -0.02 0.18 0.02 0.393
C 1.442617 -5.002109 -0.072302 0.00 0.01 0.00 -0.029
N 1.277736 -3.636584 -0.539398 -0.01 -0.02 -0.02 -0.123
C 1.780506 -3.122643 -1.704051 0.05 0.02 0.02 -0.036
C 1.403380 -1.811371 -1.739500 0.00 0.04 -0.01 -0.113
N 0.671884 -1.520579 -0.626629 -0.06 0.00 0.00 0.031
C 0.610179 -2.632425 0.083723 -0.07 0.02 0.02 -0.453
P -0.202724 -2.790447 1.703102 -0.05 -0.01 0.03 1.184
C 0.753315 -1.499560 2.567871 0.13 -0.10 -0.12 -0.488
N 1.234631 -0.411777 1.992827 -0.17 -0.08 0.18 0.020
C 1.948743 0.248605 2.951986 -0.02 0.01 -0.04 -0.097
C 1.903234 -0.462263 4.113268 0.00 0.00 0.02 -0.039
N 1.163633 -1.585389 3.854376 -0.01 0.03 0.02 -0.129
C 0.675793 -2.514785 4.854423 0.00 0.02 -0.01 -0.035
C -1.718704 -1.868349 1.288566 0.09 0.04 -0.05 -0.511
N -1.777017 -0.718759 0.633182 0.04 -0.18 0.03 0.002
C -3.092507 -0.374590 0.581192 -0.01 0.04 0.01 -0.154
C -3.839804 -1.330629 1.198949 0.03 0.00 0.03 -0.055
N -2.957831 -2.279985 1.636289 -0.07 0.00 -0.01 -0.134
C -3.296130 -3.381337 2.519259 -0.01 0.00 -0.02 -0.028
H 2.094815 -5.523953 -0.767079 0.00 -0.01 0.00 0.091
H 1.900409 -5.014924 0.914981 0.00 -0.01 0.00 0.086
H 0.483063 -5.514971 -0.031679 0.00 0.00 0.00 0.089
H 2.369723 -3.717779 -2.379075 -0.01 0.00 0.00 0.122
H 1.642564 -1.061371 -2.474054 0.00 -0.01 -0.01 0.092
H 2.438760 1.185411 2.745426 -0.01 0.01 0.00 0.122
H 2.321955 -0.273368 5.085852 0.01 0.00 0.00 0.125
H 1.337182 -2.476199 5.716161 -0.01 -0.02 0.00 0.092
H -0.332011 -2.222830 5.153446 0.00 -0.01 0.02 0.071
H 0.672735 -3.527248 4.454914 -0.02 0.01 0.00 0.074
H -3.417307 0.541424 0.125261 0.00 0.05 -0.03 0.060
H -4.896974 -1.408430 1.380672 0.00 0.00 0.00 0.128
H -4.337396 -3.648438 2.357427 0.00 -0.01 0.01 0.093
H -2.670962 -4.243419 2.300679 0.01 0.00 0.01 0.071
H -3.157017 -3.080788 3.557813 0.00 0.00 0.00 0.091
S -1.915487 0.059630 3.772218 0.12 0.04 0.02 0.538
C -1.226986 1.527929 3.253452 -0.09 -0.13 0.03 -1.130
N -0.612884 1.855179 2.124258 0.05 -0.07 -0.16 -0.037
C -0.145411 3.172609 2.166067 -0.05 0.00 -0.04 -0.325
C 0.607848 3.796158 1.173432 0.00 0.01 -0.02 -0.049
C 1.023217 5.103888 1.355858 -0.01 0.01 0.00 -0.098
C 0.686221 5.813697 2.507922 0.00 0.00 -0.02 -0.098
C -0.060318 5.208318 3.504077 0.00 -0.01 0.01 -0.097
C -0.457971 3.889151 3.329610 0.01 0.02 -0.02 -0.489
S -1.329820 2.853158 4.404871 -0.02 0.04 0.02 0.989
H 0.878723 3.253674 0.280000 0.02 -0.02 -0.03 0.052
H 1.618442 5.580181 0.586929 0.01 0.01 0.00 0.100
H 1.015356 6.837470 2.628122 0.00 0.00 0.00 0.099
H -0.319108 5.745158 4.407669 0.00 0.00 0.00 0.104
C -3.056959 1.601656 -4.959077 0.01 0.01 -0.04 -0.210
Si -2.772097 0.797675 -3.292256 0.07 -0.10 0.14 0.263
C -4.467561 0.352728 -2.617356 -0.04 0.02 -0.02 -0.208
C -1.825415 -0.800492 -3.555663 -0.03 -0.03 0.00 -0.216
As -1.513803 2.032817 -1.719692 -0.07 0.18 -0.03 0.845
Si -3.024488 3.737228 -1.046519 0.05 -0.08 -0.08 0.274
C -3.848753 3.198301 0.546562 -0.02 0.05 0.02 -0.209
C -2.109672 5.335004 -0.726310 0.04 0.03 0.00 -0.199
C -4.373800 4.071664 -2.309497 -0.04 -0.02 0.01 -0.213
Si -0.054012 3.183390 -3.204444 -0.08 0.06 0.11 0.281
C 1.269824 4.136586 -2.294123 0.03 -0.03 0.00 -0.206
C -0.959660 4.434251 -4.280642 0.00 -0.03 -0.05 -0.205
C 0.764766 1.895968 -4.286167 0.02 0.02 -0.07 -0.206
H -3.634205 0.889929 -5.557700 -0.01 0.04 -0.04 0.036
H -2.130734 1.808097 -5.495217 0.00 0.00 0.02 0.009
H -3.629010 2.527414 -4.891333 -0.01 0.01 0.02 0.022
H -5.032945 -0.097024 -3.439262 -0.04 -0.02 0.03 0.036
H -5.033205 1.215571 -2.261772 0.03 -0.09 0.00 0.006
H -4.411079 -0.377306 -1.811051 0.02 -0.03 0.01 0.010
H -2.479007 -1.546007 -4.017681 0.02 -0.01 -0.03 0.033
H -1.468636 -1.204737 -2.605639 -0.02 0.00 0.02 0.006
H -0.960145 -0.661672 -4.206326 0.02 0.02 0.01 0.022
H -3.129445 2.835043 1.284164 0.02 -0.01 -0.02 0.016
H -4.601360 2.423495 0.384456 0.00 -0.01 0.00 0.023
H -4.360393 4.063839 0.978255 -0.02 -0.02 0.02 0.040
H -1.520211 5.279491 0.189592 0.01 -0.01 0.02 0.017
H -2.850109 6.131983 -0.610967 0.02 0.02 0.03 0.039
H -1.439856 5.619400 -1.538629 -0.01 0.00 -0.01 0.012
H -5.043283 3.216818 -2.419462 0.01 0.10 -0.02 0.007
H -3.986788 4.325851 -3.296172 0.05 0.02 -0.01 0.014
H -4.970898 4.917157 -1.955365 -0.02 0.00 -0.02 0.035
H 0.873377 4.814497 -1.538528 -0.06 0.02 -0.01 0.007
H 1.797727 4.736215 -3.041710 0.02 0.02 0.01 0.041
H 1.991117 3.470248 -1.822859 -0.01 0.04 0.00 0.005
H -1.716648 4.998984 -3.735739 0.01 0.00 0.02 0.005
H -1.439757 3.974112 -5.144069 -0.04 -0.02 0.01 0.015
H -0.222935 5.151508 -4.652717 -0.01 0.01 -0.03 0.034
H 1.161509 1.071747 -3.691786 0.02 0.01 0.04 0.009
H 1.607748 2.360316 -4.805269 0.00 -0.03 -0.02 0.041
H 0.083904 1.495903 -5.040454 0.03 -0.02 0.04 0.012
S 4.154195 0.903079 -1.623526 -0.10 -0.01 0.01 0.508
C 2.662191 1.107197 -1.024069 0.06 0.12 -0.10 -0.997
N 1.570231 1.280142 -0.627772 0.21 -0.15 0.10 -0.026
```
Positions in Å, forces in eV/Å.


Entry 2:
Here is C29H46AuN2OS2Si5Te as an isolated structure from the OMol25 dataset. Energies are from wB97M-V/def2-TZVPD.

Results
Total charge: -1
Max |F| (eV Å⁻¹): 0.84
Energy relative to the best compared isomer or geometry (same formula, charge and spin) (kcal/mol): 18.2
Electronic energy (Eh): -3965.20173
Spin multiplicity: 1

```
87
Properties=species:S:1:pos:R:3:forces:R:3:lowdin_charge:R:1
Au 1.509752 -0.776771 1.146709 0.48 -0.65 0.22 0.373
S 3.910101 -1.760905 0.718180 -0.15 0.54 0.04 0.653
C 4.270792 -2.090919 2.350552 0.09 -0.20 0.13 -0.782
C 5.656731 -2.295313 2.699063 -0.09 0.01 -0.11 -0.284
N 6.771174 -2.437552 2.948247 -0.05 0.00 0.00 0.152
C 3.330225 -2.218415 3.334059 0.22 -0.24 0.13 -0.736
S 1.652416 -1.848272 3.139771 -0.33 0.04 -0.23 0.594
C 3.691949 -2.707999 4.632429 -0.08 0.02 0.03 -0.297
N 3.956061 -3.083348 5.689486 -0.04 0.02 -0.12 0.152
C -3.679634 -4.676175 -0.773072 0.05 -0.06 0.01 -0.226
Si -3.849936 -2.811254 -0.946832 0.01 -0.01 -0.01 0.302
C -5.675470 -2.371899 -0.786888 -0.06 0.03 0.02 -0.216
C -3.289385 -2.328098 -2.672466 0.04 0.02 -0.06 -0.226
Si -2.540847 -1.731200 0.677272 -0.10 -0.05 0.12 0.032
Te -0.256590 -2.508920 0.038538 0.15 0.28 0.22 0.505
Si -2.768678 0.590221 0.504166 0.07 -0.03 0.05 0.329
C -4.590000 1.045024 0.662556 -0.07 0.03 0.00 -0.214
C -1.805250 1.431789 1.874789 0.06 0.08 0.00 -0.214
C -2.118677 1.113284 -1.165192 0.05 0.01 -0.11 -0.203
Si -2.999743 -2.639360 2.790054 -0.04 -0.02 0.07 0.308
C -2.140900 -1.690540 4.162654 0.04 0.08 0.00 -0.214
C -2.411373 -4.418156 2.880625 0.04 -0.05 -0.06 -0.224
C -4.854209 -2.610608 3.137477 -0.07 0.02 -0.02 -0.225
H -4.167867 -5.178886 -1.614366 0.01 0.01 0.04 0.028
H -4.138315 -5.037922 0.151001 0.01 0.02 -0.04 0.016
H -2.627748 -4.977131 -0.761545 -0.06 0.01 0.00 0.021
H -6.278438 -3.067431 -1.380105 0.02 0.03 0.02 0.029
H -5.867038 -1.362677 -1.160359 0.00 -0.05 0.02 0.014
H -6.026733 -2.416751 0.247128 0.02 -0.01 -0.05 0.013
H -3.782606 -2.957004 -3.420733 0.01 0.03 0.02 0.029
H -2.207765 -2.441812 -2.785449 -0.05 0.00 0.00 0.014
H -3.534293 -1.285589 -2.892051 0.00 -0.06 0.00 0.015
H -5.008055 0.744440 1.627817 0.03 0.01 -0.05 0.021
H -5.186759 0.574028 -0.122660 0.02 0.03 0.04 0.007
H -4.707555 2.129845 0.567340 -0.01 -0.05 0.02 0.029
H -2.161712 1.138966 2.864323 -0.01 0.00 -0.02 0.013
H -1.888380 2.521756 1.792086 0.00 -0.09 0.02 0.030
H -0.745040 1.168762 1.799297 -0.05 0.03 0.00 0.002
H -2.543873 0.512252 -1.973629 0.01 0.06 0.05 0.013
H -1.033999 0.975154 -1.184956 0.01 0.01 -0.02 0.012
H -2.339060 2.165445 -1.367898 0.02 0.00 0.01 0.034
H -1.063769 -1.624018 3.987971 -0.06 0.00 0.02 -0.018
H -2.294479 -2.208358 5.114803 0.02 0.02 -0.02 0.033
H -2.528787 -0.674299 4.265988 0.01 -0.04 -0.01 0.016
H -1.339562 -4.476530 2.674192 -0.04 0.01 0.02 0.013
H -2.924326 -5.059604 2.159860 0.02 0.02 0.03 0.011
H -2.591513 -4.816838 3.883947 0.00 0.01 -0.03 0.031
H -5.268163 -1.601976 3.044240 0.02 -0.05 0.00 0.018
H -5.051981 -2.961769 4.155514 0.00 0.01 -0.04 0.027
H -5.399669 -3.261088 2.447133 0.03 0.03 0.03 0.014
C 2.529619 4.696032 -1.137968 0.02 0.02 -0.01 -0.088
C 1.811147 3.617455 -0.320216 -0.15 -0.03 0.07 -0.595
C 2.326807 3.688572 1.125421 -0.03 -0.03 0.02 -0.098
C 0.302399 3.891046 -0.299423 -0.02 -0.06 -0.01 -0.092
Si 2.142860 1.852593 -0.959613 0.06 0.01 -0.22 0.443
O 1.309836 0.794388 -0.080165 -0.17 0.14 -0.19 -0.519
C 1.618231 1.583958 -2.757390 -0.03 0.00 -0.05 -0.214
C 1.645815 0.251265 -3.190382 -0.05 0.00 0.02 -0.090
C 1.293579 -0.100899 -4.484909 0.00 0.03 0.00 -0.087
C 0.893509 0.878927 -5.386445 0.01 -0.01 0.03 -0.105
C 0.847124 2.203903 -4.979522 0.00 -0.02 0.04 -0.099
C 1.208118 2.547355 -3.680062 -0.01 0.01 0.01 -0.093
C 4.013853 1.629447 -0.934979 0.08 0.04 0.06 -0.224
C 4.775305 1.795204 -2.096062 0.01 -0.07 0.02 -0.094
C 6.162840 1.721966 -2.068300 -0.01 0.00 0.03 -0.096
C 6.821299 1.472020 -0.871603 -0.03 -0.01 0.01 -0.097
C 6.087677 1.303090 0.295350 -0.01 0.04 -0.03 -0.093
C 4.702854 1.388695 0.259006 -0.01 0.11 -0.01 -0.158
H 2.489575 5.652927 -0.601307 -0.01 -0.02 -0.03 0.080
H 2.069230 4.855731 -2.115943 0.05 -0.02 0.06 0.058
H 3.583254 4.451230 -1.298317 -0.02 0.01 0.02 0.076
H 2.040990 4.649215 1.572411 0.01 -0.02 -0.01 0.081
H 3.414944 3.612423 1.169240 -0.01 0.00 0.00 0.070
H 1.902395 2.892135 1.744781 0.01 0.03 -0.02 0.077
H 0.101928 4.891334 0.107788 0.01 -0.04 -0.01 0.083
H -0.215794 3.158469 0.326588 0.06 0.08 -0.07 0.050
H -0.136344 3.841259 -1.300055 0.00 0.00 0.01 0.069
H 1.930852 -0.528949 -2.489312 0.00 0.03 -0.04 0.098
H 1.326170 -1.140137 -4.789916 -0.01 0.01 0.01 0.099
H 0.614401 0.608456 -6.398172 0.00 0.00 0.02 0.093
H 0.523559 2.973041 -5.671062 0.01 0.00 0.00 0.094
H 1.154823 3.591039 -3.389597 0.00 -0.08 -0.03 0.076
H 4.274989 1.972234 -3.043264 0.01 0.01 0.02 0.097
H 6.729866 1.855854 -2.982013 0.00 -0.02 0.00 0.094
H 7.902769 1.400257 -0.849137 -0.03 0.00 0.00 0.096
H 6.592285 1.093374 1.231098 -0.01 -0.01 -0.02 0.103
H 4.146206 1.259484 1.182412 0.04 -0.03 -0.07 0.085
```
Positions in Å, forces in eV/Å.


Entry 3:
Here is C29H46BrCrN3P2S as an isolated structure in a non-equilibrium geometry from the OMol25 dataset. Energies are from wB97M-V/def2-TZVPD.

Results
Total charge: +2
Max |F| (eV Å⁻¹): 3.55
Energy relative to the best compared isomer or geometry (same formula, charge and spin) (kcal/mol): 38.8
Electronic energy (Eh): -5995.67719
Spin multiplicity: 5

```
83
Properties=species:S:1:pos:R:3:forces:R:3:lowdin_charge:R:1
C 2.462877 4.274348 -1.110939 0.12 0.66 -0.29 -0.010
C 1.450895 3.560145 -1.771586 1.06 -0.36 -1.04 -0.246
C 1.579711 3.422767 -3.168408 -0.05 0.82 -0.34 -0.025
C 2.489366 4.231510 -3.859120 0.71 0.38 0.50 -0.101
N 3.385355 5.023678 -3.222716 -0.97 -0.41 0.53 0.081
C 3.373592 5.022160 -1.867952 0.16 -0.05 -1.09 -0.103
C 0.355994 2.960774 -1.094003 -1.36 -1.64 1.94 0.084
C -0.495449 2.399401 -0.383940 2.26 2.50 -1.12 0.019
C -1.672295 2.323049 0.390915 -1.21 -1.32 1.78 -0.214
C -1.921426 1.109161 1.195880 -1.06 2.33 0.66 -0.247
C -3.273249 0.689752 1.387862 1.84 -0.24 0.60 -0.160
C -4.247926 1.525275 0.926774 -2.55 0.32 -0.99 -0.585
C -4.030086 2.888935 0.564996 -0.39 -1.34 0.71 -0.036
C -2.697765 3.290360 0.399294 -0.47 0.37 -0.66 0.017
Cr -0.952733 -0.407989 0.220643 1.57 -1.43 -1.65 0.171
P 1.448449 -0.699918 -0.324014 -0.20 -0.32 -1.23 0.885
H 0.957318 2.763880 -3.758368 -0.36 0.11 0.20 0.114
H 2.562563 4.317106 -0.039482 -0.40 0.05 0.22 0.113
H 2.488412 4.301549 -4.967888 0.10 -0.32 0.92 0.128
H 4.115214 5.708796 -1.411734 -0.54 -0.76 -0.11 0.127
H -2.505433 4.363820 0.228484 0.13 -0.81 -0.49 0.147
H -1.129814 0.820720 1.949493 -0.64 0.12 -0.92 0.103
H -4.915364 3.560095 0.424684 1.13 -0.62 0.12 0.142
H -3.492079 -0.269608 1.901280 0.02 0.85 -0.36 0.114
C 2.108145 -2.414644 -0.166242 -0.44 0.07 0.54 -0.405
C 3.395995 -2.782308 -0.865095 0.51 -0.09 -0.28 -0.123
H 1.314154 -3.085622 -0.515858 -0.02 0.14 0.12 0.067
H 2.170985 -2.605196 0.908607 0.09 -0.03 -0.07 0.054
H 3.640567 -3.821937 -0.641837 -0.02 0.02 0.01 0.090
H 3.335097 -2.705792 -1.949969 -0.13 0.04 -0.05 0.075
H 4.246460 -2.180654 -0.554642 -0.02 0.03 0.06 0.061
C 1.747585 -0.307843 -2.109446 -0.29 0.03 0.25 -0.372
C 3.085051 0.306415 -2.486780 0.32 0.07 -0.35 -0.128
H 0.930244 0.369838 -2.395666 0.16 -0.09 -0.04 0.059
H 1.587444 -1.243922 -2.663821 0.08 0.29 0.21 0.062
H 3.083409 0.467219 -3.573060 0.15 0.04 0.24 0.091
H 3.241224 1.278993 -2.008190 -0.01 -0.17 -0.08 0.063
H 3.938310 -0.341789 -2.245792 -0.30 0.16 -0.11 0.070
C 2.462089 0.428319 0.668265 -0.02 0.15 0.30 -0.375
C 3.964990 0.212677 0.714512 0.58 0.11 0.12 -0.122
H 2.063949 0.377715 1.687932 -0.07 -0.04 -0.02 0.064
H 2.222235 1.437126 0.319976 0.00 -0.03 -0.07 0.065
H 4.410175 0.970964 1.367632 -0.03 -0.13 -0.07 0.087
H 4.245653 -0.763398 1.114639 -0.14 0.06 0.06 0.073
H 4.450288 0.310311 -0.256937 -0.14 0.02 0.10 0.061
Br -6.041971 0.662872 0.720098 1.45 1.06 0.29 0.695
P -1.762355 -1.735181 -1.687090 -0.01 1.15 1.06 0.920
C -0.642221 -2.609653 -2.801200 0.41 -0.12 -0.03 -0.399
C -1.114388 -3.868943 -3.485793 -0.16 -0.39 -0.36 -0.115
H 0.248239 -2.823724 -2.200743 -0.15 -0.06 -0.17 0.043
H -0.332870 -1.878252 -3.553283 -0.01 0.07 0.09 0.087
H -0.293430 -4.310871 -4.052233 -0.02 0.01 0.04 0.089
H -1.474121 -4.623412 -2.796002 0.00 -0.12 0.25 0.074
H -1.915929 -3.678460 -4.189926 -0.17 0.11 -0.13 0.072
C -2.899045 -2.849178 -0.761382 -0.19 -0.07 -0.38 -0.378
C -4.221347 -3.205213 -1.452074 -0.22 -0.23 0.05 -0.127
H -3.099009 -2.339677 0.201871 0.09 -0.27 -0.35 0.056
H -2.326075 -3.763818 -0.528451 -0.11 0.35 -0.01 0.097
H -4.765845 -3.915084 -0.807053 0.09 0.28 -0.36 0.088
H -4.860698 -2.322059 -1.604253 0.24 -0.26 0.08 0.074
H -4.059668 -3.681166 -2.431336 -0.03 0.11 0.36 0.074
C -2.630684 -0.433750 -2.641823 0.06 -0.26 0.04 -0.383
C -3.091278 -0.859696 -4.017575 -0.40 0.24 -0.31 -0.129
H -1.890744 0.379911 -2.710114 -0.21 -0.15 -0.03 0.073
H -3.459168 -0.044755 -2.030124 0.15 -0.16 -0.08 0.088
H -3.593548 -0.021836 -4.494389 -0.06 0.01 -0.19 0.085
H -2.274125 -1.163139 -4.664138 0.21 0.03 -0.02 0.071
H -3.792105 -1.686148 -3.981164 -0.17 -0.11 0.08 0.069
S -0.302871 -1.775060 1.984988 0.16 -0.55 2.16 0.692
C -0.212565 -1.033828 3.581994 -0.35 -0.43 0.72 -0.665
N -1.317265 -0.628461 4.237625 1.23 0.10 -0.67 0.043
C -1.246937 0.037283 5.530257 -0.28 0.00 0.31 -0.143
C 0.001203 0.870018 5.597296 0.27 0.58 -0.07 -0.155
C 1.217795 0.018005 5.318318 0.50 -0.10 0.57 -0.141
N 0.963807 -0.919767 4.219000 -0.74 0.21 -0.95 0.052
H -2.183773 -1.005728 3.926355 -0.52 -0.02 -0.35 0.129
H -1.262141 -0.689925 6.333088 0.05 -0.32 0.19 0.137
H -2.131390 0.648510 5.646723 -0.22 0.15 -0.05 0.133
H 0.100205 1.392998 6.552531 -0.02 -0.42 0.06 0.138
H -0.042771 1.688159 4.883653 -0.16 0.02 -0.40 0.120
H 1.512926 -0.532212 6.213179 -0.06 -0.15 -0.07 0.134
H 2.064620 0.655164 5.053853 -0.03 -0.11 -0.10 0.131
H 1.725364 -1.397157 3.763028 0.21 0.26 0.00 0.136
```
Positions in Å, forces in eV/Å.